Below is a cluster of 10 separate species, H20O10 in total, with properties calculated with ωB97M-V/def2-TZVPD.

Geometry as ORCA input:
```
! wB97M-V def2-TZVPD RIJCOSX def2/J DEFGRID3
* xyz 0 1
O -1.086 6.401 -3.127
H -0.414 6.496 -2.452
H -1.138 7.265 -3.535
O -0.051 -4.034 4.168
H 0.749 -3.784 3.707
H -0.145 -4.971 3.996
O -4.341 -3.804 2.095
H -4.229 -3.596 3.022
H -3.457 -3.763 1.730
O -5.357 -1.572 -2.215
H -4.782 -0.879 -1.892
H -5.363 -2.225 -1.515
O 4.057 -4.067 1.432
H 4.121 -5.021 1.377
H 4.883 -3.794 1.830
O -1.539 0.460 5.696
H -1.156 0.788 4.882
H -1.422 -0.489 5.651
O -1.615 1.774 -6.133
H -1.714 2.440 -5.453
H -1.985 2.176 -6.919
O 5.658 0.552 0.545
H 5.682 0.541 1.502
H 5.022 1.234 0.330
O 2.977 3.051 -2.638
H 2.308 2.912 -3.308
H 3.486 3.796 -2.957
O -0.103 0.675 0.020
H 0.482 0.082 0.491
H 0.474 1.354 -0.331
*
```

## Properties
gap between HOMO and LUMO	11.2995	eV
HOMO energy	-11.218	eV
DFT total energy	-20798.8592	eV



Below is a cluster of 3 separate species, C31H57Cl6N2O in total in a non-equilibrium geometry, with properties calculated with ωB97M-V/def2-TZVPD.

Geometry as ORCA input:
```
! wB97M-V def2-TZVPD RIJCOSX def2/J DEFGRID3
* xyz 1 1
C -1.509 2.315 4.397
C -2.200 1.127 3.925
C -1.648 0.127 2.777
C -0.889 0.967 1.627
C -1.571 2.266 1.100
C -0.896 3.164 -0.008
C -1.717 4.456 -0.461
C -3.121 4.071 -1.208
C -4.314 3.757 -0.130
C -3.673 5.337 -2.084
N 0.402 2.766 -0.529
C 1.115 3.597 -1.547
C 2.150 4.587 -0.746
N 1.947 4.620 0.756
C 1.094 1.551 -0.082
O 2.384 1.209 -0.630
C 0.488 0.574 0.998
C 1.267 -0.767 1.428
C 0.412 -2.115 1.242
C 0.560 -2.770 -0.238
C 1.661 -3.973 -0.283
C 1.575 -4.691 -1.723
C 1.909 -6.264 -1.582
C 1.036 -7.184 -2.601
C 1.861 -7.623 -3.923
C 0.847 -8.053 -5.126
C 1.511 -9.108 -6.157
C 1.083 -8.768 -7.688
H -1.767 3.335 3.919
H -0.663 2.337 5.186
H -3.196 0.845 4.419
H -0.887 -0.568 3.277
H -2.542 -0.430 2.309
H -2.577 2.552 1.568
H -1.167 5.148 -1.185
H -2.036 5.124 0.433
H -3.015 3.121 -1.835
H -5.242 4.408 -0.365
H -4.595 2.649 -0.116
H -3.973 4.048 0.931
H -4.153 6.046 -1.302
H -4.528 4.984 -2.766
H -2.829 5.876 -2.634
H 1.725 2.963 -2.300
H 0.428 4.255 -2.181
H 1.980 5.650 -1.134
H 3.244 4.253 -0.921
H 1.000 4.927 1.020
H 2.231 3.741 1.213
H 3.017 1.925 -0.354
H 1.719 -0.687 2.493
H 2.190 -0.871 0.731
H -0.707 -2.012 1.442
H 0.833 -2.904 1.982
H 0.720 -1.994 -1.066
H -0.462 -3.273 -0.463
H 1.327 -4.722 0.516
H 2.675 -3.496 -0.050
H 0.521 -4.598 -2.183
H 2.298 -4.201 -2.461
H 1.704 -6.665 -0.526
H 3.025 -6.504 -1.794
H 0.097 -6.583 -2.911
H 0.731 -8.163 -2.061
H 2.509 -6.752 -4.330
H 2.570 -8.500 -3.728
H -0.100 -8.548 -4.713
H 0.511 -7.137 -5.746
H 1.257 -10.182 -5.858
H 2.662 -9.011 -6.081
H 1.390 -7.702 -7.974
H -0.065 -8.913 -7.726
H 1.629 -9.522 -8.379
Cl 3.344 5.948 0.386
C 4.179 7.493 0.766
C 5.633 7.495 0.323
Cl 6.628 6.373 1.285
H 4.087 7.669 1.840
H 3.634 8.283 0.242
H 6.062 8.491 0.456
H 5.732 7.220 -0.729
Cl -2.025 4.088 10.371
C -1.125 4.766 8.992
C -1.299 3.940 7.733
Cl -0.506 2.349 7.859
H -0.075 4.847 9.279
H -1.511 5.775 8.828
H -0.841 4.455 6.886
H -2.353 3.775 7.503
Cl -2.928 -3.805 1.626
C -4.215 -3.058 0.648
C -3.710 -2.596 -0.705
Cl -2.592 -1.214 -0.568
H -4.642 -2.233 1.221
H -4.990 -3.816 0.514
H -4.549 -2.264 -1.320
H -3.194 -3.397 -1.237
*
```

## Properties
gap between HOMO and LUMO	6.2133	eV
HOMO energy	-9.984	eV
DFT total energy	-113212.4793	eV



Below is a structure of composition C2H2BaO2 in a non-equilibrium geometry, with properties calculated with ωB97M-V/def2-TZVPD.

Geometry as ORCA input:
```
! wB97M-V def2-TZVPD RIJCOSX def2/J DEFGRID3
* xyz 1 2
O -1.717 1.070 -0.078
C -0.558 0.874 0.259
C -0.034 -0.421 -0.097
O 1.152 -0.687 0.300
H -0.463 -1.133 -0.829
Ba 3.427 0.319 1.038
H -1.807 -0.022 -0.594
*
```

## Properties
gap between HOMO and LUMO (alpha / beta)	4.5172 / 4.8267	eV
HOMO energy (alpha / beta)	-9.956 / -10.299	eV
DFT total energy	-6883.6553	eV
expectation value of S²	0.7544



Below is the molecule C2H4N2O2 in a non-equilibrium geometry, with properties calculated with ωB97M-V/def2-TZVPD.

Geometry as ORCA input:
```
! wB97M-V def2-TZVPD RIJCOSX def2/J DEFGRID3
* xyz 0 1
N 0.709 -0.163 0.842
C 0.019 -0.051 -0.474
C -1.356 -0.692 -0.680
O -2.269 -0.281 -1.508
N 0.506 1.021 -1.167
O 1.514 1.740 -0.391
H 1.215 -1.092 0.878
H -0.142 -0.263 1.642
H -1.713 -1.315 0.384
H 1.519 1.097 0.474
*
```

## Properties
gap between HOMO and LUMO	9.0510	eV
HOMO energy	-10.104	eV
DFT total energy	-9209.3496	eV



Below is the ion C5H6N with charge +1 in a non-equilibrium geometry, with properties calculated with ωB97M-V/def2-TZVPD.

Geometry as ORCA input:
```
! wB97M-V def2-TZVPD RIJCOSX def2/J DEFGRID3
* xyz 1 1
C 0.597 0.805 2.371
C 0.234 -0.402 1.754
C -0.111 -0.456 0.436
N -0.330 -1.526 -0.330
C -0.308 -0.330 -0.967
C -0.455 0.117 -2.399
H 0.358 1.674 1.889
H 1.051 1.055 3.358
H 0.375 -1.368 2.201
H 0.384 -0.372 -2.884
H -0.483 1.245 -2.577
H -1.310 -0.440 -2.852
*
```

## Properties
gap between HOMO and LUMO	10.0044	eV
HOMO energy	-15.837	eV
DFT total energy	-6761.5063	eV



Below is a cluster of 8 separate species, C20H33N9O4S in total in a non-equilibrium geometry, with properties calculated with ωB97M-V/def2-TZVPD.

Geometry as ORCA input:
```
! wB97M-V def2-TZVPD RIJCOSX def2/J DEFGRID3
* xyz 0 1
N 4.407 -3.566 3.102
C 4.698 -2.312 2.438
O 3.539 -1.738 1.827
S 2.496 -1.043 2.858
O 2.843 -1.364 4.215
O 1.167 -1.929 2.471
C -0.015 -1.294 2.964
C -0.878 -2.415 3.513
C -1.111 -3.533 2.550
O -2.132 -2.536 2.976
H 5.006 -3.624 3.915
H 4.712 -4.323 2.504
H 5.371 -2.518 1.613
H 5.213 -1.610 3.082
H 0.186 -0.629 3.800
H -0.605 -0.844 2.174
H -0.752 -2.690 4.546
H -1.292 -3.345 1.510
H -1.249 -4.490 3.021
C -0.126 -2.843 -1.481
C -0.684 -4.113 -1.049
N -1.132 -5.119 -0.709
H -0.207 -2.111 -0.678
H 0.923 -2.971 -1.743
H -0.666 -2.474 -2.349
C -4.132 -1.789 -3.753
C -2.782 -1.296 -3.537
N -1.710 -0.903 -3.369
H -4.853 -1.066 -3.386
H -4.300 -1.949 -4.815
H -4.271 -2.729 -3.223
C 1.575 0.470 -1.976
C 1.998 1.030 -0.704
N 2.330 1.473 0.307
H 1.724 -0.607 -1.968
H 0.519 0.679 -2.141
H 2.155 0.905 -2.786
C 4.395 4.633 0.214
C 5.100 5.303 -0.876
N 5.798 5.941 -1.656
H 3.480 5.180 0.436
H 4.133 3.616 -0.076
H 5.007 4.591 1.131
C -7.455 0.734 -1.417
C -7.338 -0.212 -2.511
N -7.244 -0.967 -3.377
H -8.497 0.822 -1.115
H -6.868 0.389 -0.568
H -7.090 1.703 -1.734
C -4.860 -3.894 2.925
C -5.792 -4.344 1.903
N -6.529 -4.701 1.092
H -4.260 -4.731 3.274
H -4.202 -3.133 2.521
H -5.411 -3.477 3.766
C 9.691 7.029 -1.012
C 8.253 6.874 -1.181
N 7.153 6.648 -1.481
H 10.099 6.125 -0.558
H 10.181 7.191 -1.974
H 9.895 7.877 -0.363
C -3.922 3.913 -1.926
C -4.942 3.197 -2.674
N -5.750 2.627 -3.268
H -3.201 4.351 -2.613
H -4.383 4.706 -1.341
H -3.406 3.228 -1.257
*
```

## Properties
gap between HOMO and LUMO	5.8238	eV
HOMO energy	-5.751	eV
DFT total energy	-53700.0521	eV



Below is a structure of composition C24H45Cl3N3O4PdSi in a non-equilibrium geometry, with properties calculated with ωB97M-V/def2-TZVPD.

Geometry as ORCA input:
```
! wB97M-V def2-TZVPD RIJCOSX def2/J DEFGRID3
* xyz -1 3
C 2.343 4.886 -1.431
C 2.508 3.505 -0.815
H 3.177 5.544 -1.152
H 1.429 5.368 -1.073
H 2.307 4.912 -2.528
C 3.534 3.210 -0.015
C 4.777 4.020 0.096
H 3.447 2.380 0.678
H 4.600 4.819 0.819
H 5.060 4.473 -0.859
H 5.627 3.432 0.463
Pd -2.639 -1.357 -0.669
Cl -2.045 -1.050 -2.896
Cl -3.712 -0.924 1.433
C -0.155 -3.192 -1.376
O -0.405 -2.872 -0.206
N 0.812 -4.088 -1.695
C 1.650 -4.584 -0.618
C 1.102 -4.495 -3.066
H -0.706 -2.785 -2.259
H 1.046 -4.616 0.301
H 2.510 -3.904 -0.448
H 2.027 -5.584 -0.883
H 0.220 -4.276 -3.687
H 1.329 -5.575 -3.095
H 1.966 -3.945 -3.479
H 1.579 2.179 3.141
H 4.076 0.736 2.569
C 1.741 1.296 3.786
C 3.534 -0.163 2.915
N 2.105 0.141 2.955
H 0.823 1.080 4.350
C 1.175 -0.870 2.739
O 0.057 -0.924 3.243
H 3.713 -1.001 2.231
H 1.560 -1.646 2.048
H 2.584 1.503 4.456
H 3.897 -0.420 3.930
O 0.528 2.514 0.216
C 1.334 2.554 -0.961
C 2.254 0.373 -0.178
C 1.743 1.125 -1.239
H 2.093 0.753 0.833
C 2.958 -0.807 -0.425
H 0.713 2.931 -1.790
C 1.665 0.557 -2.501
H 3.491 -1.310 0.387
C 3.020 -1.287 -1.737
C 2.275 -0.669 -2.747
H 1.120 1.092 -3.274
H 3.682 -2.133 -1.951
H 2.222 -1.121 -3.743
Si -0.836 3.270 0.720
Cl -0.933 -0.223 -0.225
C -1.093 2.512 2.400
C -2.333 2.967 -0.374
C -0.621 5.074 0.474
H -0.772 1.459 2.520
H -2.161 2.557 2.662
H -0.523 3.152 3.089
H 0.265 5.387 1.037
H -1.513 5.577 0.864
H -0.546 5.302 -0.602
H -2.284 2.213 -1.163
H -2.513 3.960 -0.808
H -3.179 2.719 0.274
C -6.513 -3.287 0.540
N -5.127 -3.461 0.184
C -4.239 -3.991 1.201
C -4.634 -2.876 -0.928
C -5.394 -1.898 -1.757
O -3.452 -3.228 -1.289
H -6.814 -4.028 1.287
H -7.130 -3.414 -0.359
H -6.703 -2.275 0.938
H -3.411 -4.550 0.763
H -3.798 -3.158 1.779
H -4.811 -4.612 1.894
H -5.673 -1.015 -1.179
H -4.716 -1.570 -2.555
H -6.294 -2.344 -2.182
*
```

## Properties
gap between HOMO and LUMO (alpha / beta)	5.6803 / 6.8549	eV
HOMO energy (alpha / beta)	-3.186 / -4.659	eV
DFT total energy	-87205.7967	eV
expectation value of S²	2.0064



Below is a cluster of 2 separate species, C4H10NO in total in a non-equilibrium geometry, with properties calculated with ωB97M-V/def2-TZVPD.

Geometry as ORCA input:
```
! wB97M-V def2-TZVPD RIJCOSX def2/J DEFGRID3
* xyz 0 2
C -1.009 1.513 0.557
C 0.164 0.771 -0.120
C -0.197 0.096 -1.462
C -0.340 -1.353 -1.164
O -1.400 -1.897 -0.860
N 1.418 -1.167 1.348
H -1.059 2.472 0.158
H -2.024 1.078 0.331
H -0.967 1.623 1.681
H 1.168 1.060 -0.222
H -1.079 0.462 -2.025
H 0.702 0.302 -1.976
H 0.578 -1.935 -1.043
H 0.567 -1.488 1.706
H 1.321 -0.234 0.945
H 2.158 -1.303 2.147
*
```

## Properties
gap between HOMO and LUMO (alpha / beta)	9.4391 / 9.3662	eV
HOMO energy (alpha / beta)	-8.425 / -9.473	eV
DFT total energy	-7844.5017	eV
expectation value of S²	0.7541



Below is a cluster of 2 separate species, C15H29F3N5O3 in total in a non-equilibrium geometry, with properties calculated with ωB97M-V/def2-TZVPD.

Geometry as ORCA input:
```
! wB97M-V def2-TZVPD RIJCOSX def2/J DEFGRID3
* xyz 1 1
C 0.300 -1.980 4.339
C 0.321 -0.397 4.843
O 0.611 -0.179 6.140
N 0.012 0.754 3.893
C -1.431 0.726 3.423
C -1.613 1.052 1.808
C -0.551 0.254 0.844
C -1.317 -0.667 -0.321
N -0.966 -2.106 0.007
N -1.934 -2.838 0.724
C -1.331 -4.221 0.929
N 0.063 -4.155 0.305
C 0.350 -2.783 -0.337
N 1.464 -2.337 -1.008
C 2.681 -3.273 -1.162
C 3.444 -3.120 -2.604
O 2.875 -2.063 -3.486
C 3.587 -4.509 -3.467
F 2.572 -4.682 -4.540
F 3.641 -5.747 -2.656
F 4.923 -4.419 -4.167
H -0.805 -2.346 4.196
H 0.904 -2.694 5.068
H 0.898 -1.997 3.315
H 0.273 1.678 4.311
H -1.994 1.573 4.030
H -1.886 -0.341 3.690
H -1.405 2.197 1.678
H -2.750 0.834 1.561
H 0.267 0.955 0.365
H 0.049 -0.488 1.560
H -2.470 -0.470 -0.375
H -0.830 -0.328 -1.353
H -2.879 -2.547 1.067
H -1.781 -5.173 1.444
H 1.463 -1.351 -1.408
H 3.447 -2.899 -0.327
H 2.414 -4.377 -0.876
H 4.559 -2.760 -2.375
H 3.497 -1.261 -3.375
C -0.444 4.231 -3.379
C -1.558 3.610 -2.554
O -1.221 3.439 -1.179
C -0.913 4.623 -0.447
C -2.061 5.615 -0.388
H 0.484 3.661 -3.265
H -0.718 4.251 -4.438
H -0.237 5.259 -3.067
H -1.770 2.612 -2.948
H -2.486 4.183 -2.648
H -0.005 5.089 -0.846
H -0.674 4.303 0.573
H -2.296 6.018 -1.378
H -1.805 6.457 0.263
H -2.967 5.135 -0.006
*
```

## Properties
gap between HOMO and LUMO	8.0984	eV
HOMO energy	-11.961	eV
DFT total energy	-37754.0955	eV



Below is a structure of composition C32H65F3IN4O8Si2 in a non-equilibrium geometry, with properties calculated with ωB97M-V/def2-TZVPD.

Geometry as ORCA input:
```
! wB97M-V def2-TZVPD RIJCOSX def2/J DEFGRID3
* xyz 0 4
O -3.062 1.100 1.162
N -2.576 1.221 0.074
O -2.455 -0.037 -0.468
Si -3.753 -0.351 -1.616
I -3.978 -2.790 -1.834
O -5.200 0.454 -1.117
Si -5.811 1.510 -2.356
C -4.566 2.828 -2.963
C -4.862 4.324 -2.459
C -4.891 4.469 -0.868
O -4.077 5.540 -0.351
C -7.410 2.399 -1.756
O -8.640 1.673 -2.045
C -9.173 1.066 -0.913
F -8.420 -0.044 -0.478
F -10.412 0.521 -1.310
F -9.468 1.945 0.128
H -3.277 0.244 -2.884
H -6.090 0.636 -3.521
H -4.596 2.805 -4.111
H -3.477 2.612 -2.692
H -4.035 5.000 -2.883
H -5.823 4.705 -2.956
H -4.538 3.518 -0.333
H -5.983 4.658 -0.576
H -3.725 6.102 -1.065
H -7.489 3.394 -2.322
H -7.268 2.677 -0.664
C 1.101 -7.317 -3.020
C 1.413 -5.858 -3.455
C 2.917 -5.558 -3.270
C 3.329 -5.365 -1.818
C 2.447 -4.323 -1.140
C 0.943 -4.626 -1.279
N 0.543 -4.916 -2.690
O 0.515 -3.743 -3.358
C 0.581 -5.821 -0.367
C 0.144 -3.448 -0.676
C 1.119 -5.842 -4.975
H 1.009 -7.990 -3.876
H 1.878 -7.739 -2.378
H 0.146 -7.392 -2.495
H 3.184 -4.651 -3.824
H 3.515 -6.365 -3.708
H 3.282 -6.314 -1.271
H 4.373 -5.044 -1.769
H 2.717 -4.254 -0.082
H 2.673 -3.341 -1.572
H -0.464 -6.115 -0.501
H 0.708 -5.556 0.686
H 1.206 -6.699 -0.529
H 0.390 -2.491 -1.142
H 0.362 -3.335 0.390
H -0.933 -3.611 -0.775
H 0.060 -6.034 -5.175
H 1.699 -6.615 -5.487
H 1.391 -4.895 -5.447
C -2.312 8.009 2.593
C -2.655 9.367 1.919
C -2.465 10.524 2.925
C -3.561 10.605 3.978
C -4.938 10.632 3.323
C -5.161 9.463 2.345
N -4.042 9.309 1.367
O -4.163 10.290 0.448
C -5.347 8.157 3.151
C -6.526 9.660 1.644
C -1.580 9.528 0.816
H -1.316 7.653 2.318
H -2.327 8.066 3.684
H -2.994 7.215 2.283
H -2.435 11.479 2.387
H -1.495 10.428 3.424
H -3.489 9.765 4.678
H -3.428 11.509 4.579
H -5.708 10.621 4.099
H -5.056 11.588 2.797
H -5.428 7.293 2.485
H -6.266 8.194 3.743
H -4.544 7.965 3.862
H -6.596 10.617 1.124
H -7.341 9.643 2.373
H -6.715 8.861 0.921
H -1.671 8.743 0.059
H -0.577 9.462 1.246
H -1.634 10.497 0.315
C 7.393 -8.251 0.520
C 7.705 -6.794 0.075
C 9.208 -6.490 0.266
C 9.613 -6.285 1.717
C 8.729 -5.238 2.383
C 7.225 -5.543 2.241
N 6.828 -5.842 0.831
O 6.803 -4.662 0.156
C 6.861 -6.730 3.161
C 6.424 -4.359 2.833
C 7.419 -6.793 -1.444
H 7.306 -8.930 -0.331
H 8.168 -8.666 1.168
H 6.436 -8.323 1.041
H 9.475 -5.587 -0.295
H 9.809 -7.299 -0.163
H 9.566 -7.230 2.270
H 10.657 -5.961 1.766
H 8.995 -5.160 3.441
H 8.955 -4.258 1.944
H 5.816 -7.025 3.026
H 6.985 -6.458 4.213
H 7.486 -7.609 3.007
H 6.672 -3.407 2.360
H 6.641 -4.240 3.898
H 5.347 -4.523 2.732
H 6.362 -6.988 -1.650
H 8.003 -7.565 -1.951
H 7.692 -5.848 -1.920
*
```

## Properties
gap between HOMO and LUMO (alpha / beta)	8.2854 / 8.9579	eV
HOMO energy (alpha / beta)	-8.750 / -9.423	eV
DFT total energy	-88581.5588	eV
expectation value of S²	3.7633